(1)
Computed, not measured: an isolated ion of composition C9H17N2S2 and charge +1, with ωB97M-V/def2-TZVPD.

- Charge: +1
- Multiplicity: 3
- <S²>: 2.011
- LUMO (alpha / beta): -3.2 / -5.4 eV
- Calculated total energy: -34246.433 eV
- HOMO-LUMO gap (alpha / beta): 7.776 / 7.058 eV

Element x y z (Å)
C: -0.77408 -1.42947 -0.18250
C: -1.99257 -0.77393 -0.37437
C: 0.23980 0.18756 -2.10622
C: 1.23387 -0.76829 -1.33196
C: -0.27676 1.50348 -1.43398
C: 2.35829 -1.84670 1.29387
C: -1.15449 2.90392 1.49528
C: 1.22791 -2.46322 0.53401
C: -0.64505 1.52693 1.01103
N: 0.50317 -1.59034 -0.40754
N: -1.10426 1.34668 -0.21215
S: -1.78134 -1.56646 1.21711
S: -3.34264 -0.64315 -1.39892
H: 0.71047 0.61465 -2.93960
H: -0.46053 -0.58809 -2.47098
H: 1.85998 -1.42827 -1.98142
H: 2.01938 -0.24501 -0.74893
H: 0.42708 2.28666 -1.19378
H: -0.87744 2.02586 -2.22362
H: 3.20123 -1.46664 0.75428
H: 2.13771 -0.86059 1.92257
H: 2.78191 -2.57645 2.15400
H: -0.65006 3.71002 0.94048
H: -2.30455 2.86602 1.49368
H: -0.77335 3.07996 2.52815
H: 1.51968 -3.35344 0.03228
H: 0.53268 -2.66669 1.44416
H: -1.05049 0.81583 1.76822
H: 0.48488 1.30149 0.99809
H: -4.05046 0.09766 -0.58122

Atoms 1-3, force components in eV/Å:
-1.595 1.275 -0.025
1.475 -1.360 0.170
0.802 -1.234 1.613

(2)
Computed, not measured: an isolated ion of composition C9H17N3 and charge +2, with ωB97M-V/def2-TZVPD.

- Structure (SMILES): CC(C)(C)[C@]1(C)C=NC=[NH+]C=[NH+]1
- Charge: +2
- LUMO: -10.6 eV
- Calculated total energy: -14058.749 eV
- HOMO-LUMO gap: 7.789 eV

Element x y z (Å)
C: 1.30428 -0.01458 1.76449
C: 1.30857 0.01575 0.18441
C: 2.27181 1.10003 -0.23262
C: 1.85851 -1.35616 -0.33185
C: -0.16432 0.19180 -0.19457
C: -0.28258 0.83079 -1.76699
C: -0.90169 1.18326 0.70243
N: -2.17687 1.33837 0.58696
C: -3.11008 0.65171 0.03523
N: -3.12733 -0.70461 0.10684
C: -2.02640 -1.46800 0.20477
N: -0.79120 -1.07768 -0.02881
H: 0.69364 -0.77565 2.15493
H: 0.99564 1.00582 2.10215
H: 2.18075 -0.29550 2.17916
H: 2.14508 1.30827 -1.36682
H: 1.83488 2.08912 0.12556
H: 3.27996 0.97639 0.13780
H: 2.78542 -1.52089 0.20521
H: 2.07960 -1.44433 -1.32834
H: 1.29095 -2.26335 -0.01458
H: 0.56851 0.67398 -2.38246
H: -0.29323 1.90513 -1.65086
H: -1.13122 0.33352 -2.25034
H: -0.37296 1.94146 1.32169
H: -4.10114 0.99223 -0.22342
H: -4.01614 -1.22038 -0.05029
H: -2.02845 -2.57880 0.12523
H: -0.07401 -1.81769 -0.11492

Atoms 1-3, force components in eV/Å:
-2.013 1.985 -2.242
1.080 -1.788 2.011
-2.600 2.645 -2.183

(3)
Computed, not measured: an isolated molecule of C9H17N3O, with ωB97M-V/def2-TZVPD.

- Structure (SMILES): O=C1NCN(C2CCCCC2)CN1
- Charge: 0
- LUMO: 0.7 eV
- Calculated total energy: -16123.080 eV
- HOMO-LUMO gap: 9.734 eV

Element x y z (Å)
O: 3.75783 -1.10758 -0.05779
C: 2.53473 -0.61469 0.06882
N: 2.08189 0.26508 -0.86505
C: 1.38681 1.45097 -0.60946
N: 0.22983 1.14052 0.18936
C: -0.96932 0.87110 -0.57217
C: -2.27815 1.31264 0.10216
C: -2.91849 0.15954 0.81708
C: -3.02956 -1.06991 -0.04368
C: -1.75644 -1.65907 -0.39758
C: -0.95403 -0.55617 -1.20602
C: 0.78664 0.50864 1.40936
N: 1.59066 -0.69549 1.10825
H: 2.83028 0.54240 -1.50355
H: 1.94182 2.18398 -0.04506
H: 1.27767 2.04854 -1.49729
H: -0.75367 1.66674 -1.37341
H: -1.87511 2.08855 0.92956
H: -2.91055 1.74386 -0.62192
H: -2.29158 -0.22833 1.64833
H: -3.98677 0.34586 1.19013
H: -3.70782 -2.04089 0.23669
H: -3.43436 -0.75261 -1.10338
H: -1.38010 -1.81904 0.69748
H: -2.01701 -2.55207 -0.90746
H: -1.29695 -0.73107 -2.37785
H: 0.03788 -1.14134 -1.12508
H: 0.06989 0.02958 2.07527
H: 1.55726 1.34950 1.94267
H: 1.74667 -1.26221 1.85829

Atoms 1-3, force components in eV/Å:
-5.916 1.225 1.006
4.192 -0.469 0.936
2.748 -0.138 -2.783

(4)
Computed, not measured: an isolated molecule of C9H17N3O4, with ωB97M-V/def2-TZVPD.

- Structure (SMILES): CNC(=O)[C@H](NC(=O)CNC(C)=O)[C@@H](C)O
- Charge: 0
- LUMO: 0.4 eV
- Calculated total energy: -22269.176 eV
- HOMO-LUMO gap: 9.441 eV

Element x y z (Å)
C: 3.86165 -1.40831 -2.04527
N: 2.44227 -1.06861 -1.91045
C: 1.78258 -1.29722 -0.77696
O: 2.27323 -1.85629 0.20380
C: 0.31938 -0.72353 -0.81762
N: -0.10786 -0.31346 0.53637
C: -0.89345 0.73874 0.77243
O: -1.34440 1.48923 -0.06048
C: -1.29872 1.01960 2.20745
N: -0.63123 2.20223 2.78951
C: -1.19385 3.32004 3.02953
C: -2.57630 3.71259 2.50031
O: -0.64607 4.11190 3.77937
C: -0.62683 -1.80027 -1.39502
C: -0.29598 -2.26311 -2.79723
O: -0.77112 -2.82002 -0.41562
H: 4.08213 -1.09715 -3.09690
H: 3.88793 -2.48090 -1.78459
H: 4.39695 -0.78542 -1.34239
H: 2.04092 -0.54419 -2.64743
H: 0.22439 0.09636 -1.45842
H: 0.38770 -0.83878 1.22759
H: -1.11926 0.17486 2.85773
H: -2.36792 1.21603 2.18261
H: 0.35997 2.05934 3.08380
H: -3.17792 3.11495 3.24094
H: -2.79465 3.34330 1.52324
H: -2.82721 4.78382 2.48035
H: -1.56153 -1.33073 -1.54671
H: -0.85320 -3.21204 -3.03006
H: 0.71027 -2.55264 -2.99769
H: -0.57831 -1.42461 -3.44022
H: -1.10358 -3.56573 -0.85198

Atoms 1-3, force components in eV/Å:
-1.436 0.132 -0.611
0.915 -0.159 -0.021
-0.922 0.713 1.211

(5)
Computed, not measured: C9H17N3O5PtS as an isolated structure, with ωB97M-V/def2-TZVPD.

- Charge: 0
- LUMO: 0.2 eV
- Calculated total energy: -38398.934 eV
- HOMO-LUMO gap: 8.198 eV

Element x y z (Å)
Pt: -0.86048 0.33296 0.44597
O: -1.29166 1.49751 2.25268
C: -1.39549 0.41236 3.19773
C: -0.12499 -0.41560 3.14322
N: 0.12751 -0.84297 1.74021
C: 1.58060 -0.65853 1.46631
C: 1.96400 0.88614 1.52938
O: 3.06152 1.13394 2.01255
O: 1.08910 1.69475 1.08823
C: -0.37963 -2.19758 1.40256
C: -0.64392 -2.34746 -0.12558
O: -0.81014 -3.44782 -0.59277
O: -0.67344 -1.23424 -0.81166
H: -0.45048 1.97841 2.37611
H: -2.27325 -0.15484 2.88986
H: -1.55917 0.77913 4.21545
H: -0.14174 -1.26799 3.82668
H: 0.70915 0.21967 3.44284
H: 1.79156 -1.07213 0.47926
H: 2.16520 -1.19751 2.21561
H: -1.34223 -2.34013 1.89645
H: 0.30836 -2.96813 1.75748
C: 1.98259 1.16666 -2.71474
N: 0.81613 1.69394 -2.03493
C: -0.42946 1.32605 -2.29419
S: -1.65640 1.82793 -1.16606
N: -0.69207 0.57882 -3.35728
C: -1.96302 -0.08142 -3.62425
H: 2.87065 1.58031 -2.24642
H: 1.98600 1.45926 -3.76701
H: 2.02223 0.07665 -2.63388
H: 0.93919 2.13947 -1.13163
H: 0.10487 0.17969 -3.83143
H: -2.68224 0.22951 -2.87438
H: -1.82629 -1.16002 -3.55735
H: -2.32254 0.19320 -4.61502

Atoms 1-3, force components in eV/Å:
-0.693 0.164 -0.619
-0.273 -0.001 0.065
0.084 -0.047 0.272

(6)
Computed, not measured: C9H17N3OP as an isolated structure, with ωB97M-V/def2-TZVPD.

- Charge: +1
- LUMO: -4.4 eV
- Calculated total energy: -25405.839 eV
- HOMO-LUMO gap: 8.823 eV

Element x y z (Å)
C: 0.47846 -1.43299 0.74110
C: 0.56694 0.69216 0.18936
C: -1.36868 -0.61103 -2.49862
C: -0.22797 0.49976 3.78839
C: -1.76830 1.87074 2.32222
C: 1.47372 -2.14099 -2.36915
C: -0.00973 0.03141 -2.71904
C: -0.38425 1.31583 2.50177
C: 1.12155 -0.71241 -2.10893
N: -0.00635 -0.81637 1.73216
N: 0.07456 0.45028 1.47910
N: 0.81080 -0.51984 -0.24923
O: 2.49604 1.60930 -2.36957
P: 2.73267 0.25337 -1.91314
H: 0.65289 -2.47803 0.65631
H: 0.41442 1.62072 -0.16390
H: -1.59858 -1.44622 -3.15278
H: -1.56808 -1.03044 -1.47381
H: -2.13882 0.18178 -2.62953
H: 0.72861 0.02423 3.73805
H: -0.96683 -0.25290 4.05349
H: -0.38510 1.27430 4.64708
H: -2.20014 2.33776 3.23875
H: -2.42935 0.99369 2.09463
H: -1.80161 2.67302 1.42476
H: 0.60137 -2.70441 -2.19020
H: 2.28311 -2.54434 -1.68814
H: 1.58171 -2.33979 -3.39748
H: 0.12644 0.95952 -2.32778
H: 0.16048 0.18500 -3.84192
H: 0.55005 2.05692 2.48604

Atoms 1-3, force components in eV/Å:
0.921 0.180 -2.621
-1.919 -3.780 5.498
-1.408 0.500 1.001

(7)
Computed, not measured: an isolated molecule of C9H17N3S2, with ωB97M-V/def2-TZVPD.

- Structure (SMILES): CCCCCCCSc1nnc(N)s1
- Charge: 0
- LUMO: 0.5 eV
- Calculated total energy: -35749.249 eV
- HOMO-LUMO gap: 8.588 eV

Element x y z (Å)
C: -2.64097 -1.42175 1.68419
C: -3.25380 -0.06530 1.35180
C: -3.58850 0.11690 -0.13439
C: -2.49783 0.77517 -0.98541
C: -1.24721 -0.08185 -1.22417
C: -0.08519 0.23078 -0.27769
C: 0.62155 1.51471 -0.67920
S: 1.90838 1.99544 0.52178
C: 3.12656 0.83549 0.13318
N: 3.04863 -0.05276 -0.78897
N: 4.13024 -0.82061 -0.89796
C: 5.06037 -0.54060 -0.05407
N: 6.21604 -1.22858 0.07841
S: 4.65361 0.80755 1.02761
H: -1.70080 -1.57658 1.16417
H: -3.32331 -2.22162 1.40327
H: -2.45405 -1.49604 2.75372
H: -2.58461 0.73430 1.67593
H: -4.17531 0.03566 1.93059
H: -3.84686 -0.85211 -0.56681
H: -4.47626 0.75015 -0.21024
H: -2.21586 1.72273 -0.52259
H: -2.94571 1.01347 -1.95311
H: -1.51353 -1.13512 -1.12939
H: -0.89389 0.06589 -2.24720
H: 0.64171 -0.58261 -0.31682
H: -0.44426 0.32382 0.74753
H: 1.11287 1.41197 -1.64539
H: -0.05989 2.36474 -0.69868
H: 6.98425 -0.77379 0.54096
H: 6.44361 -1.84942 -0.68104

Atoms 1-3, force components in eV/Å:
-0.048 0.228 0.087
-0.103 -0.201 -0.117
0.094 0.349 0.118

(8)
Computed, not measured: a 2-piece molecular cluster, C9H17N3Si overall, with ωB97M-V/def2-TZVPD.

- Charge: 0
- Multiplicity: 3
- <S²>: 2.015
- LUMO (alpha / beta): 0.7 / -2.1 eV
- Calculated total energy: -21949.298 eV
- HOMO-LUMO gap (alpha / beta): 5.342 / 7.573 eV

Element x y z (Å)
C: 3.88489 -0.44760 -0.51963
C: 2.79299 0.91138 0.63486
C: 0.17928 1.90077 -0.52549
C: 0.67527 0.67488 -0.45626
C: -1.80315 2.34869 0.84425
C: -0.01160 -2.52862 -1.35967
C: 0.04402 -1.51522 1.67722
C: -2.78881 -1.06351 -0.21941
C: -1.27243 2.13701 -0.58104
N: 4.02239 0.48749 0.41400
N: 2.63787 -0.58639 -1.02653
N: 2.02694 0.33870 -0.27759
Si: -0.85907 -1.46424 -0.01570
H: 4.68451 -0.86553 -0.98240
H: 2.36396 1.65583 1.36165
H: 0.93389 2.76136 -0.51722
H: -1.51955 3.30830 1.27055
H: -1.39836 1.49059 1.39523
H: -3.02078 2.13985 0.93539
H: 0.92152 -2.09660 -1.49739
H: 0.02351 -3.60017 -1.04614
H: -0.67884 -2.54366 -2.14953
H: 0.00973 -0.49446 2.14062
H: -0.15464 -2.51138 2.16185
H: 1.06824 -1.69791 1.43651
H: -2.99099 -0.07205 0.42402
H: -3.05706 -0.88341 -1.25529
H: -3.42568 -1.86346 -0.08265
H: -1.72071 1.11213 -0.94363
H: -1.56733 2.96724 -1.24059

Atoms 1-3, force components in eV/Å:
-2.671 0.868 -0.836
0.788 1.019 0.644
1.648 0.116 -0.197

(9)
Computed, not measured: an isolated ion of composition C9H17N4 and charge +1, with ωB97M-V/def2-TZVPD.

- Charge: +1
- LUMO: -5.1 eV
- Calculated total energy: -15555.679 eV
- HOMO-LUMO gap: 7.266 eV

Element x y z (Å)
C: -2.92753 -1.72077 0.10634
C: -2.57818 -1.15936 1.32642
C: -0.39199 -0.09467 0.85459
C: 0.93609 1.61153 2.17264
C: 1.64966 -0.95756 1.96775
C: 0.41570 1.75825 -1.72589
C: 0.69254 -0.17267 -3.27719
C: 0.91220 0.30109 1.23696
C: 0.51683 0.25647 -1.84134
N: -2.44620 -1.66796 -1.15265
N: -1.40007 -1.13830 -1.58241
N: -0.47713 -0.46273 -1.13617
N: -1.34503 -0.54589 1.58881
H: -3.80705 -2.47803 0.34014
H: -3.30096 -1.22646 2.14994
H: 0.96472 1.49038 3.24389
H: 0.23399 2.40969 1.85513
H: 1.92409 1.96583 1.99395
H: 0.91899 -1.52590 2.61289
H: 2.45508 -0.63411 2.52969
H: 2.06952 -1.71154 1.24345
H: -0.38476 2.02430 -2.48426
H: -0.04639 2.08832 -0.82276
H: 1.31014 2.23268 -1.97379
H: 1.42545 -0.95509 -3.46057
H: 1.08354 0.78857 -3.69960
H: -0.25996 -0.45300 -3.71480
H: 1.49198 0.63236 0.40052
H: 1.46813 -0.07932 -1.27574
H: -1.10340 -0.57610 2.52408

Atoms 1-3, force components in eV/Å:
-1.256 -0.622 4.232
-1.090 -1.098 -2.234
-1.564 -1.485 -3.492

(10)
Computed, not measured: an isolated molecule of C9H17NO2, with ωB97M-V/def2-TZVPD.

- Structure (SMILES): CCC1=[N+]([O-])[C@](C)(O)CC1(C)C
- Charge: 0
- LUMO: 0.7 eV
- Calculated total energy: -15190.360 eV
- HOMO-LUMO gap: 8.999 eV

Element x y z (Å)
C: 1.57531 -2.58723 0.47582
C: 1.12253 -1.75431 -0.76603
C: 0.11727 -0.68078 -0.45818
N: -1.13912 -1.03540 -0.30378
O: -1.61590 -2.20088 -0.36842
C: -2.15134 0.18021 0.01325
C: -2.84827 -0.18618 1.34594
O: -3.04428 0.38678 -1.01774
C: -1.20048 1.33694 -0.03722
C: 0.22223 0.84543 -0.46513
C: 0.65328 1.26720 -1.89950
C: 1.10993 1.47506 0.63051
H: 1.84726 -1.94808 1.40206
H: 2.46318 -3.12178 0.13014
H: 0.88726 -3.52620 0.77540
H: 0.48298 -2.46219 -1.47316
H: 2.05746 -1.31502 -1.22120
H: -3.18364 -1.12452 1.56646
H: -3.86126 0.39184 1.35912
H: -2.29632 0.17272 2.17909
H: -2.97894 -0.37161 -1.59052
H: -1.21421 1.71361 0.91882
H: -1.51091 2.04110 -0.72741
H: 0.96933 2.23931 -1.86039
H: -0.15200 1.42116 -2.71669
H: 1.44590 0.42421 -2.13121
H: 1.07744 2.57854 0.57832
H: 2.17036 1.23700 0.37522
H: 0.87132 1.05703 1.59347

Atoms 1-3, force components in eV/Å:
-0.594 -1.451 0.989
-1.103 -0.722 -0.368
-1.322 0.592 0.557

(11)
Computed, not measured: an isolated molecule of C9H17NO2Si, with ωB97M-V/def2-TZVPD.

- Structure (SMILES): CO[Si](OC)(c1ccc[nH]1)C(C)C
- Charge: 0
- LUMO: 0.8 eV
- Calculated total energy: -23071.631 eV
- HOMO-LUMO gap: 9.201 eV

Element x y z (Å)
C: -1.88854 -2.26588 1.21424
O: -1.23167 -1.63049 0.14008
Si: -0.69495 -0.09682 0.27294
O: -1.54316 0.66066 1.52800
C: -0.92834 1.68131 2.31970
C: 1.26563 -0.32014 0.33967
C: 2.27925 0.37590 0.94513
C: 3.47712 -0.28601 0.72294
C: 3.18963 -1.40220 -0.01001
N: 1.86411 -1.36997 -0.29513
C: -1.29864 0.86683 -1.33588
C: -1.49046 -0.17899 -2.50480
C: -0.25614 1.91397 -1.84965
H: -2.52636 -1.50391 1.70515
H: -0.97520 -2.68531 1.81507
H: -2.57230 -2.91112 0.76163
H: -0.16604 1.26950 3.09598
H: -1.74470 2.15159 2.89798
H: -0.35620 2.33029 1.71448
H: 2.29638 1.17524 1.66323
H: 4.50867 -0.21612 1.10260
H: 3.78334 -2.30200 -0.07343
H: 1.50033 -2.09073 -0.85107
H: -2.12940 1.44539 -1.22221
H: -2.02162 -1.08196 -2.12717
H: -1.87564 0.35608 -3.34717
H: -0.47433 -0.58618 -2.83277
H: -0.29042 2.76305 -1.16760
H: -0.44351 2.45938 -2.91335
H: 0.74316 1.47864 -1.70857

Atoms 1-3, force components in eV/Å:
2.112 1.232 1.181
0.059 0.641 -0.840
0.154 1.504 -1.187

(12)
Computed, not measured: an isolated molecule of C9H17NOS2, with ωB97M-V/def2-TZVPD.

- Structure (SMILES): CCCCCCCC(=O)/C=N\SS
- Charge: 0
- LUMO: -0.3 eV
- Calculated total energy: -34813.958 eV
- HOMO-LUMO gap: 8.552 eV

Element x y z (Å)
C: -1.29789 2.08544 0.39448
C: -0.76932 2.40524 -0.95256
C: -0.42511 1.19384 -1.71514
C: 0.79200 0.35281 -1.26288
C: 0.35647 -0.83036 -0.49535
C: 1.51592 -1.55235 0.20187
C: 1.35011 -2.95684 0.90770
C: -0.04674 -2.86780 1.51993
O: -1.03168 -3.10006 0.80213
C: -0.21122 -2.46057 2.94995
N: -1.45354 -2.29412 3.32663
S: -2.71200 -2.32797 2.49354
S: -4.15468 -1.37722 3.71141
H: -2.12666 1.40847 0.24194
H: -0.52931 1.61184 1.15614
H: -1.68895 3.01037 1.07884
H: -1.60495 2.71862 -1.45405
H: 0.11236 3.09513 -0.93146
H: -0.20283 1.56747 -2.78031
H: -1.17100 0.35720 -1.83471
H: 1.58509 0.80238 -0.59294
H: 1.30929 -0.00824 -2.15565
H: -0.41200 -0.59634 0.23338
H: -0.27562 -1.44699 -1.08729
H: 2.36746 -1.76382 -0.40418
H: 1.76186 -0.87445 0.88741
H: 1.38675 -3.67884 0.11293
H: 2.09797 -3.22204 1.65952
H: 0.53812 -2.25025 3.70630
H: -3.85296 -0.21803 3.08399

Atoms 1-3, force components in eV/Å:
0.579 1.114 4.680
1.652 -0.177 1.531
2.056 -1.765 -2.689

Let's list relative energy (zero: lowest compared OMol25 entry of this formula, charge and spin) in order: 16.1 59.2 80.1 30.4 15.1 55.5 26.6 36.8 145.7 88.4 8.1 48.6 kcal/mol.